9
Properties=species:S:1:pos:R:3 method="wB97M-V/def2-TZVPD" energy_ha=-739.9123 charge=0 e_above_lowest_kcal_mol=17.5 homo_energy_ha=-0.3792
Cl -0.05353 1.06112 1.90541
N -0.06324 -1.00723 -1.96816
N -1.00616 -0.15729 -1.61399
N -0.98526 0.46491 -0.45444
C -0.00380 0.20872 0.40620
C 1.03384 -0.66228 0.12979
C 0.93388 -1.26644 -1.11281
H 1.69149 -1.99439 -1.47895
H 1.81768 -0.82731 0.80401